Entry 1:
This record from the Open Molecules 2025 dataset describes a structure of composition C37H38CsN7O4 in a non-equilibrium geometry. The level of theory is ωB97M-V/def2-TZVPD.

The value obtained for the HOMO energy is -6.73 eV.

Last column: Löwdin charge in e.
Atoms and positions in Å:
Cs -0.285 0.056 0.092  1.43
C 4.707 -5.715 -2.624  -0.05
C 3.486 -4.881 -2.287  -0.27
C 2.264 -5.132 -2.825  -0.01
C 1.129 -4.334 -2.498  -0.12
C -0.116 -4.590 -3.088  -0.01
N -1.200 -3.899 -2.827  0.06
C -2.504 -4.076 -3.447  -0.15
C -3.570 -4.626 -2.480  -0.14
C -4.975 -4.078 -2.765  -0.17
N -5.060 -2.621 -2.572  0.04
C -4.610 -1.975 -1.493  -0.03
C -4.544 -2.426 -0.197  -0.13
C -5.390 -3.429 0.392  0.00
C -5.331 -3.697 1.715  -0.26
C -6.282 -4.668 2.380  -0.05
C -4.330 -3.030 2.507  0.03
C -3.442 -2.129 2.014  -0.09
C -2.327 -1.691 2.889  -0.09
N -1.162 -1.542 2.433  -0.05
C -0.023 -1.245 3.268  -0.25
C 1.011 -2.376 3.124  -0.17
C 1.434 -2.696 1.685  -0.25
N 2.334 -1.695 1.129  0.04
C 2.796 -1.863 -0.039  -0.15
C 2.554 -2.997 -0.997  -0.12
C 3.602 -3.788 -1.376  0.03
C 1.252 -3.220 -1.579  -0.32
O 0.260 -2.491 -1.322  -0.15
C -3.526 -1.733 0.611  -0.31
O -2.784 -0.906 0.064  -0.19
H 4.462 -6.491 -3.350  0.07
H 5.111 -6.203 -1.734  0.08
H 5.501 -5.093 -3.044  0.08
H 2.135 -5.955 -3.525  0.12
H -0.210 -5.402 -3.808  0.14
H -1.014 -3.133 -2.147  0.12
H -2.399 -4.733 -4.311  0.12
H -2.831 -3.105 -3.820  0.12
H -3.285 -4.376 -1.457  0.11
H -3.607 -5.715 -2.540  0.12
H -5.700 -4.601 -2.152  0.10
H -5.237 -4.286 -3.802  0.12
H -5.110 -2.067 -3.411  0.14
H -4.213 -0.977 -1.671  0.15
H -6.159 -3.904 -0.208  0.11
H -6.995 -5.083 1.669  0.07
H -6.846 -4.169 3.173  0.08
H -5.738 -5.499 2.837  0.08
H -4.265 -3.302 3.559  0.13
H -2.553 -1.601 3.961  0.13
H -0.310 -1.113 4.316  0.11
H 0.442 -0.311 2.932  0.09
H 0.579 -3.283 3.556  0.11
H 1.892 -2.125 3.718  0.11
H 0.542 -2.778 1.063  0.08
H 1.937 -3.669 1.676  0.13
H 3.491 -1.094 -0.396  0.12
H 4.586 -3.583 -0.958  0.13
O -3.218 2.733 2.752  0.04
C -3.775 3.555 1.842  -0.27
C -4.901 4.283 2.230  -0.03
C -5.521 5.147 1.352  -0.10
C -5.025 5.303 0.056  -0.11
C -3.914 4.577 -0.332  -0.04
C -3.266 3.693 0.538  -0.07
C -2.049 2.911 0.099  -0.48
O -1.452 2.250 0.998  -0.27
N -1.794 2.956 -1.196  0.02
N -0.668 2.306 -1.569  -0.12
C -0.668 1.950 -2.799  -0.16
C 0.441 1.211 -3.413  -0.28
C 0.399 1.061 -4.805  -0.03
C 1.419 0.371 -5.434  -0.08
C 2.449 -0.156 -4.668  -0.07
C 2.398 0.025 -3.294  -0.14
N 1.415 0.677 -2.667  0.09
H -2.408 2.376 2.294  0.06
H -5.262 4.147 3.244  0.11
H -6.392 5.708 1.675  0.10
H -5.501 5.984 -0.639  0.09
H -3.511 4.671 -1.332  0.10
H -1.520 2.208 -3.424  0.11
H -0.419 1.496 -5.366  0.11
H 1.420 0.250 -6.512  0.10
H 3.273 -0.698 -5.116  0.10
H 3.182 -0.387 -2.666  0.09

Entry 2:
This record from the Open Molecules 2025 dataset describes a structure of composition C37H39Ge2N5OPPdS. The level of theory is ωB97M-V/def2-TZVPD.

The multiplicity is 3. As for the total charge: +1. The value obtained for the HOMO energy (spin up / spin down) is -8.94 / -11.21 eV.

Last column: Löwdin spin population.
Atoms and positions in Å:
Pd 1.107 -0.317 -0.913  0.68
O 3.994 -1.776 -0.415  0.01
N 3.969 -0.652 -1.251  0.02
C 4.201 0.418 -0.601  0.01
C 4.388 0.539 0.865  0.00
C 5.542 1.169 1.317  0.00
C 5.795 1.309 2.672  0.00
C 4.875 0.834 3.593  0.00
C 3.704 0.243 3.149  0.01
C 3.445 0.077 1.788  0.03
P 1.793 -0.595 1.364  0.14
C 1.723 -2.294 1.971  0.01
C 0.523 -2.993 1.830  0.01
C 0.420 -4.297 2.285  0.00
C 1.519 -4.920 2.862  0.01
C 2.721 -4.238 2.981  0.00
C 2.827 -2.927 2.537  0.01
C 0.748 0.400 2.474  0.01
C -0.151 -0.163 3.375  0.01
C -0.915 0.655 4.199  0.00
C -0.776 2.032 4.139  0.01
C 0.134 2.598 3.253  0.00
C 0.886 1.789 2.421  0.01
H 3.730 -2.494 -1.007  0.00
H 4.240 1.312 -1.215  0.00
H 6.254 1.540 0.592  0.00
H 6.704 1.790 3.005  0.00
H 5.057 0.937 4.653  0.00
H 2.972 -0.084 3.878  0.00
H -0.341 -2.522 1.369  0.00
H -0.518 -4.824 2.179  0.00
H 1.442 -5.941 3.210  0.00
H 3.581 -4.724 3.421  0.00
H 3.773 -2.413 2.619  0.00
H -0.261 -1.236 3.445  0.00
H -1.610 0.209 4.898  0.00
H -1.365 2.664 4.789  0.00
H 0.257 3.672 3.212  0.00
H 1.591 2.238 1.732  0.00
N -0.330 3.445 -3.614  0.00
C -0.062 4.365 -2.676  0.00
N -0.402 5.638 -2.907  0.00
N 0.545 4.107 -1.529  0.01
C 0.909 2.883 -1.293  0.02
N 1.303 1.833 -0.997  0.04
H -0.835 3.674 -4.452  0.00
H -0.192 2.468 -3.411  0.00
H -0.889 5.929 -3.735  0.00
H -0.191 6.315 -2.195  0.00
S 0.574 -3.662 -1.369  0.21
C 1.068 -2.215 -1.360  0.29
C -1.129 -2.618 -4.365  0.00
Ge -1.853 -0.945 -3.686  0.05
C -3.788 -1.013 -3.900  0.03
C -1.076 0.459 -4.808  0.00
Ge -1.347 -0.406 -1.365  0.19
C -2.004 1.409 -1.005  0.03
C -2.730 2.117 -1.962  0.01
C -3.229 3.389 -1.695  0.00
C -3.005 3.978 -0.461  0.01
C -2.279 3.290 0.503  0.00
C -1.784 2.026 0.228  0.01
C -2.302 -1.630 -0.186  0.03
C -2.649 -1.257 1.116  0.01
C -3.275 -2.148 1.973  0.00
C -3.571 -3.436 1.546  0.01
C -3.248 -3.822 0.254  0.00
C -2.621 -2.924 -0.602  0.02
H -1.528 -2.758 -5.370  0.00
H -1.422 -3.477 -3.764  0.00
H -0.043 -2.588 -4.425  0.00
H -4.010 -1.209 -4.949  0.00
H -4.280 -0.090 -3.604  0.00
H -4.202 -1.825 -3.303  0.00
H -1.092 0.149 -5.852  0.00
H -0.032 0.619 -4.528  0.00
H -1.630 1.394 -4.723  0.00
H -2.935 1.683 -2.932  0.00
H -3.803 3.910 -2.449  0.00
H -3.400 4.962 -0.248  0.00
H -2.096 3.737 1.471  0.00
H -1.201 1.523 0.989  0.00
H -2.438 -0.259 1.475  0.00
H -3.538 -1.836 2.976  0.00
H -4.062 -4.131 2.213  0.00
H -3.489 -4.818 -0.092  0.00
H -2.383 -3.248 -1.608  0.00

Calculated ΔE to the lowest compared entry with this formula, charge and spin in order - 1.302 0.000 eV